# 1
49
Properties=species:S:1:pos:R:3 method="wB97M-V/def2-TZVPD" total_charge=0 total_energy_ha=-1334.4467 homo_lumo_gap_ha=0.309 smiles="CCCCOc1nc2ccccc2nc1C[C@@H](O)C(F)(F)F.CC(C)=O" homo_ha=-0.33157 relative_energy_ev=2.6551
N 2.451 -0.201 -0.691
H -1.482 0.179 3.818
C 3.883 -1.720 0.694
H -0.612 -0.565 0.034
H -5.042 2.509 -1.276
H 7.093 0.749 -0.180
H 1.278 -0.896 2.885
C 0.417 -2.922 2.292
H -1.891 -0.463 5.469
C 1.471 -1.069 -0.343
H -0.551 -3.453 2.545
H -5.931 5.537 -4.141
H 5.441 -2.830 1.904
C -0.223 -1.551 4.341
F -2.060 -0.973 -2.758
C 3.695 -0.540 -0.167
C -1.599 -0.765 4.429
H -5.729 3.892 -4.771
H -0.030 1.302 -1.348
H -4.307 4.830 -4.222
C 0.298 -1.443 2.818
H 1.229 -3.500 2.831
C 5.275 -1.947 1.233
H 0.504 -0.985 4.992
C -5.540 4.067 -2.645
C 4.875 0.337 -0.482
H -0.476 -0.899 2.216
C 1.727 -2.254 0.535
H 1.005 -0.681 -3.189
C -4.824 2.784 -2.309
O -6.231 4.637 -1.829
C -1.597 0.329 -2.534
F -2.524 0.933 -1.719
C -5.361 4.613 -4.039
O 0.603 -3.049 0.852
C 6.398 -1.079 0.951
F -1.579 0.915 -3.790
H 7.375 -1.348 1.433
H 4.735 1.236 -1.134
H -5.169 1.983 -2.965
H -2.378 -1.387 3.904
C 0.015 -0.832 -0.870
H -0.367 -1.828 -1.230
C -0.117 0.333 -1.919
C 6.211 0.099 0.044
H -0.287 -2.618 4.691
H -3.747 2.921 -2.415
O 0.765 0.249 -3.023
N 2.906 -2.635 1.079



# 2
15
Properties=species:S:1:pos:R:3 method="wB97M-V/def2-TZVPD" total_charge=0 total_energy_ha=-325.5272 homo_lumo_gap_ha=0.350 homo_ha=-0.33605 relative_energy_ev=3.5782
H 3.876 0.197 0.592
C -1.748 -0.140 -0.764
H -2.105 -0.706 1.405
H 2.139 2.143 0.698
H -1.695 -1.239 -1.195
C 1.976 1.082 0.288
C -2.427 -0.199 0.567
C 2.159 -1.965 -0.911
N 2.658 -1.101 -0.257
C 2.878 0.115 0.285
H -3.451 -0.335 0.462
C -0.337 0.131 -0.551
H -2.292 0.792 0.957
C 0.649 0.676 -0.138
H -2.280 0.551 -1.438